#w
Molecular formula: C5H7N2
Method: DFT, ωB97M-V/def2-TZVPD

Summary:
E_LUMO, eV: -4.91
HOMO level, eV: -15.01

```
! RIJCOSX wB97M-V def2-TZVPD def2/J DEFGRID3
* xyz 1 1
N -0.57752 1.08348 -0.01151
N 1.54378 -1.74859 2.27426
C -1.95941 1.01393 0.14927
C 0.84961 -0.38485 -1.59665
C 0.48302 0.55138 -0.58656
C 1.17735 -1.06459 1.41601
C 0.60204 1.64482 0.33030
H -2.38652 2.01571 0.05236
H -2.18808 0.67513 1.16689
H -2.39979 0.32699 -0.57742
H 1.17848 0.20109 -2.46374
H 1.91584 -2.30674 3.01182
H 0.03200 -1.05222 -1.86911
H 1.72920 -0.95555 -1.29592
*
```



#x
Molecular formula: C5H7N2
Method: DFT, ωB97M-V/def2-TZVPD

Summary:
E_LUMO, eV: -6.31
HOMO level, eV: -15.00

```
! RIJCOSX wB97M-V def2-TZVPD def2/J DEFGRID3
* xyz 1 1
N 1.32850 -1.63258 0.28287
N 1.02459 0.32701 0.01358
C 2.05604 -0.43366 0.61881
C 0.86217 1.71886 -0.26514
C 3.05486 0.22554 1.09527
C 0.38418 -0.85726 -0.24606
C -0.74390 -1.09157 -1.17314
H 1.59509 -2.56346 0.38657
H -0.84686 -0.09362 -1.72592
H 0.54336 1.82560 -1.28121
H -1.67581 -1.44477 -0.60634
H 0.09891 2.23622 0.45955
H -0.46464 -1.92722 -1.91790
H 1.87448 2.19357 -0.15047
*
```



#y
Molecular formula: C5H7N2
Method: DFT, ωB97M-V/def2-TZVPD

Summary:
E_LUMO, eV: -4.14
HOMO level, eV: -14.91

```
! RIJCOSX wB97M-V def2-TZVPD def2/J DEFGRID3
* xyz 1 1
N 0.41632 0.10723 -0.29740
N 1.37879 -0.61624 0.36840
C 0.24721 0.15527 -1.53642
C -0.74912 1.92774 1.62975
C -1.32553 1.01266 2.15264
C 0.09710 0.20258 -2.80411
C 1.12806 -1.68923 0.96369
H -0.10333 0.77098 0.36879
H 1.95169 -2.14286 1.49652
H 0.71270 0.82430 -3.43926
H -0.66389 -0.37209 -3.31536
H -0.31233 2.82489 1.28835
H -1.82820 0.19446 2.58394
H 0.16473 -2.19809 0.97787
*
```



Quick one: least stable of them? #x



#w
Molecular formula: C5H7N2
Method: DFT, ωB97M-V/def2-TZVPD

Summary:
E_LUMO, eV: -3.34
HOMO level, eV: -13.43

```
! RIJCOSX wB97M-V def2-TZVPD def2/J DEFGRID3
* xyz 1 1
N -3.63898 0.91873 -0.45965
N 2.13452 0.38494 0.46312
C 1.81617 -0.24713 -0.80949
C -0.80854 0.07309 0.23021
C -2.74139 0.12374 -0.27022
C -0.16353 -0.83205 0.94033
C 0.72590 -0.07268 0.15824
H 2.26401 1.38992 0.48672
H 2.30545 -1.22659 -0.99798
H -2.73909 -0.94342 -0.50642
H 2.74438 -0.07889 1.16684
H -0.01477 -1.57372 1.68008
H -3.71392 1.88319 -0.29865
H 1.82978 0.20087 -1.78313
*
```



#x
Molecular formula: C5H7N2
Method: DFT, ωB97M-V/def2-TZVPD

Summary:
E_LUMO, eV: -6.76
HOMO level, eV: -16.91

```
! RIJCOSX wB97M-V def2-TZVPD def2/J DEFGRID3
* xyz 1 1
N -2.87770 -0.67387 0.22754
N -1.67209 1.40218 -0.29348
C -0.72874 0.14200 -0.14309
C 0.20890 0.05424 -1.32669
C 0.02685 0.54905 1.23402
C -2.57631 0.61831 -0.10571
C -1.65836 -1.02312 0.13993
H -1.17819 -1.93324 0.14537
H -0.66155 0.97273 1.85908
H 0.40644 1.15407 -1.49971
H 0.98752 -0.73209 -1.18846
H 0.41012 -0.32956 1.88983
H -0.50874 -0.31228 -2.14385
H 0.84884 1.11746 0.93358
*
```



#y
Molecular formula: C5H7N2
Method: DFT, ωB97M-V/def2-TZVPD

Summary:
E_LUMO, eV: -6.48
HOMO level, eV: -14.79

```
! RIJCOSX wB97M-V def2-TZVPD def2/J DEFGRID3
* xyz 1 1
N -0.70206 -0.13195 -0.24776
N -1.70887 0.96349 -0.10112
C -2.61125 0.08839 0.10611
C -1.58183 -1.08231 -0.11354
C 1.04369 0.01516 -0.15295
C 1.56643 -1.21688 -0.06320
C 1.31094 1.49824 -0.06876
H -1.35623 -2.09912 0.20909
H 2.64157 -1.34596 -0.06275
H 2.32379 1.64800 0.42855
H 1.13985 1.97918 -1.03669
H -3.64184 0.15516 0.38044
H 1.06311 -2.19063 0.11252
H 0.51271 1.71922 0.61006
*
```



#z
Molecular formula: C5H7N2
Method: DFT, ωB97M-V/def2-TZVPD

Summary:
E_LUMO (spin up / spin down), eV: -8.53 / -7.55
HOMO level (spin up / spin down), eV: -14.73 / -15.35

```
! RIJCOSX wB97M-V def2-TZVPD def2/J DEFGRID3
* xyz 1 1
N -0.69018 1.17366 0.04072
N 0.46824 -0.84499 0.00761
C 0.52960 0.42289 -0.10210
C -0.54730 -1.88071 0.05429
C 1.80036 1.12619 -0.11799
C -2.91232 0.21310 -0.37044
C -1.84988 0.64825 0.13569
H 2.19773 1.08762 0.90283
H 1.51375 2.14480 -0.36743
H -0.00177 -2.86395 0.43476
H 2.40240 0.55229 -0.80491
H -1.46122 -1.61439 0.79487
H -1.04044 -2.24106 -0.96103
H -0.40897 2.07630 0.35311
*
```



Quick one: least stable of them? #z



#w
Molecular formula: C5H7N2
Method: DFT, ωB97M-V/def2-TZVPD

Summary:
E_LUMO, eV: -5.44
HOMO level, eV: -16.00

```
! RIJCOSX wB97M-V def2-TZVPD def2/J DEFGRID3
* xyz 1 1
N -1.68054 0.08400 0.14322
N 0.79286 -0.25534 -0.36907
C -1.76893 -1.06404 0.19315
C 1.12143 -1.12517 0.76791
C 0.34406 1.01154 -0.70362
C -0.99731 1.27971 0.14857
C 0.37052 -1.46100 -0.44466
H 0.45087 -1.13374 1.74787
H 1.25927 1.64158 -0.33096
H -0.71676 1.68158 1.18056
H -1.55834 2.18719 -0.33070
H 0.11769 0.95163 -1.76630
H 0.22965 -2.22006 -1.07510
H 2.03553 -1.57788 0.83915
*
```



#x
Molecular formula: C5H7N2
Method: DFT, ωB97M-V/def2-TZVPD

Summary:
E_LUMO (spin up / spin down), eV: -7.94 / -6.81
HOMO level (spin up / spin down), eV: -14.49 / -14.66

```
! RIJCOSX wB97M-V def2-TZVPD def2/J DEFGRID3
* xyz 1 1
N 0.33537 -1.15332 0.01330
N 0.39381 0.67121 1.34770
C 0.21206 0.24766 0.06452
C -1.45767 0.26726 -0.01596
C -0.35959 -2.21072 0.05979
C 0.76430 1.05612 -1.04113
C -2.48782 0.80740 0.02785
H 0.34314 -0.03351 2.05810
H 0.22117 2.07283 -1.07060
H 0.01511 -3.22497 0.04990
H 0.86148 1.55534 1.35671
H 0.85301 0.57100 -2.11918
H -1.48863 -2.10491 0.03841
H 1.79426 1.47861 -0.76942
*
```



#y
Molecular formula: C5H7N2
Method: DFT, ωB97M-V/def2-TZVPD

Summary:
E_LUMO (spin up / spin down), eV: -5.82 / -5.82
HOMO level (spin up / spin down), eV: -14.70 / -14.70

```
! RIJCOSX wB97M-V def2-TZVPD def2/J DEFGRID3
* xyz 1 1
N 0.14044 0.39296 1.23642
N -0.75225 -0.30546 2.07059
C 0.06819 -1.01361 -0.59651
C -0.32623 1.68124 0.81273
C 1.11707 -0.49795 -1.39184
C -0.90716 -1.74891 -0.13223
C -0.78477 -0.90756 0.98885
H 0.81132 -0.51463 -2.44508
H 0.14980 1.97016 -0.12562
H 0.02726 2.37064 1.58641
H 2.00900 -1.12457 -1.27856
H -1.53971 -2.59016 -0.33785
H -1.41323 1.76390 0.74074
H 1.40027 0.52395 -1.12804
*
```



#z
Molecular formula: C5H7N2
Method: DFT, ωB97M-V/def2-TZVPD

Summary:
E_LUMO (spin up / spin down), eV: -7.61 / -7.61
HOMO level (spin up / spin down), eV: -15.29 / -15.29

```
! RIJCOSX wB97M-V def2-TZVPD def2/J DEFGRID3
* xyz 1 1
N -1.69281 1.16193 0.38874
N -0.49239 0.65805 0.17155
C -1.29608 1.26584 -1.91583
C -1.96938 1.53975 -0.78637
C 1.25684 -1.19279 0.64426
C 0.30292 -0.38397 1.43725
C -0.19731 0.66630 -1.13848
H -1.40730 1.18561 -2.92479
H 0.87496 -2.10715 -0.02487
H 2.05756 -0.60186 0.14652
H -0.61765 -0.79444 1.88359
H 0.70095 0.05740 -1.44033
H 1.64829 -1.76248 1.42842
H 0.83141 0.30781 2.13034
*
```



Quick one: least stable of them? #x



#w
Molecular formula: C4H2O2
Method: DFT, ωB97M-V/def2-TZVPD

Summary:
E_LUMO, eV: -1.65
HOMO level, eV: -10.75

```
! RIJCOSX wB97M-V def2-TZVPD def2/J DEFGRID3
* xyz 0 1
O -1.37951 1.19417 0.43000
O 2.40068 -0.06070 -0.26247
C 1.27402 0.28662 -0.03798
C -1.27415 0.13106 -0.12585
C 0.04653 -0.59733 -0.14963
C 0.08261 -1.90366 -0.10340
H -2.11105 -0.33950 -0.66467
H 0.99612 1.31316 0.26351
*
```



#x
Molecular formula: C4H2O2
Method: DFT, ωB97M-V/def2-TZVPD

Summary:
E_LUMO, eV: -1.34
HOMO level, eV: -10.16

```
! RIJCOSX wB97M-V def2-TZVPD def2/J DEFGRID3
* xyz 0 1
O -2.41989 -0.67902 0.57211
O 1.80921 -0.88615 0.46480
C -1.45517 -0.10329 0.14623
C -1.06105 1.08649 -0.62637
C 0.01627 0.41244 -0.27020
C 1.45093 0.09468 -0.13781
H 2.12259 0.82306 -0.62800
H -0.46289 -0.74821 0.47924
*
```



#y
Molecular formula: C4H2O2
Method: DFT, ωB97M-V/def2-TZVPD

Summary:
E_LUMO, eV: -0.62
HOMO level, eV: -10.70

```
! RIJCOSX wB97M-V def2-TZVPD def2/J DEFGRID3
* xyz 0 1
O 1.74850 0.05435 1.15209
O -1.65442 0.26710 1.13574
C 0.88645 -0.48849 -0.97900
C -0.29198 -0.45098 -0.62742
C -1.54140 -0.33142 0.08890
C 1.56944 0.38719 0.01677
H 1.63510 1.41368 -0.35967
H -2.35168 -0.85144 -0.42742
*
```



Quick one: least stable of them? #x



#w
Molecular formula: C4H2
Method: DFT, ωB97M-V/def2-TZVPD

Summary:
E_LUMO, eV: -0.18
HOMO level, eV: -9.37

```
! RIJCOSX wB97M-V def2-TZVPD def2/J DEFGRID3
* xyz 0 1
C 1.13747 0.66340 -0.04209
C 1.44853 -0.58867 -0.16723
C -1.20624 -0.54534 -0.08660
C 0.01019 -0.34870 -0.18310
H -2.20950 -0.77049 0.25398
H 0.81955 1.58979 0.22504
*
```



#x
Molecular formula: C4H2
Method: DFT, ωB97M-V/def2-TZVPD

Summary:
E_LUMO (spin up / spin down), eV: -0.60 / -0.60
HOMO level (spin up / spin down), eV: -9.02 / -9.02

```
! RIJCOSX wB97M-V def2-TZVPD def2/J DEFGRID3
* xyz 0 1
C -0.80210 0.04504 0.11119
C 0.95067 0.01336 -1.07295
C -0.30621 -0.84202 -0.78130
C 0.64622 0.22839 0.27663
H -1.76624 0.51571 0.33064
H 1.27766 0.03953 1.13579
*
```



Quick one: least stable of them? #x



#w
Molecular formula: C6H2N2O4
Method: DFT, ωB97M-V/def2-TZVPD

Summary:
E_LUMO, eV: -1.79
HOMO level, eV: -10.38

```
! RIJCOSX wB97M-V def2-TZVPD def2/J DEFGRID3
* xyz 0 1
O 4.12535 -0.18682 2.70173
O 1.67453 -2.49623 -4.13901
O 4.55254 -1.84645 1.37144
O 2.66990 -3.27786 -2.42232
N 3.85154 -0.99650 1.82654
N 1.94007 -2.50459 -2.97919
C 2.56776 -0.74911 1.34882
C 0.69241 -0.75229 -1.49415
C -0.07145 0.07899 -0.69127
C 1.52094 -0.33190 0.91973
C 0.31805 0.26047 0.54788
C 1.23725 -1.52672 -2.21289
H -0.10892 0.92531 1.18461
H -0.80130 0.63476 -1.08308
*
```



#x
Molecular formula: C6H2N2O4
Method: DFT, ωB97M-V/def2-TZVPD

Summary:
E_LUMO, eV: -1.81
HOMO level, eV: -10.70

```
! RIJCOSX wB97M-V def2-TZVPD def2/J DEFGRID3
* xyz 0 1
O -2.42290 -0.36004 -0.84472
O -0.26958 -2.27828 -0.90714
O -1.20453 -2.16914 1.00349
O -2.89420 1.52098 0.11960
N -2.12768 0.65427 -0.19042
N -0.56668 -1.72896 0.09338
C 2.18752 0.85458 0.05008
C -0.77525 0.81387 0.00003
C -0.00003 1.98221 0.04664
C 1.27839 1.85759 0.12297
C 1.45630 -0.35600 0.12794
C 0.07874 -0.42009 0.21793
H 2.00289 -1.19851 0.04041
H 3.25702 0.82751 0.11981
*
```



Quick one: least stable of them? #w